(1)
The following is a DFT calculation (ωB97M-V/def2-TZVPD) of a structure of composition C32H40FNO5Pb.

Values from the calculation:
Electronic energy = -53528.183 eV
Gap between HOMO and LUMO = 7.56 eV
Largest force on an atom = 0.0021 hartree/bohr

Geometry (Å):
Pb 0.514 0.639 -0.002
O -2.703 4.048 -0.961
C -1.913 3.125 -0.418
O -1.117 2.478 -1.053
C -2.123 2.997 1.072
O -1.337 1.944 1.548
C -1.963 1.058 2.478
C -1.407 -0.366 2.379
O -1.719 -1.126 3.277
O -0.684 -0.654 1.356
H -2.513 4.080 -1.912
H -1.836 3.952 1.528
H -3.189 2.846 1.265
H -1.814 1.419 3.497
H -3.035 0.999 2.274
C 2.700 3.792 0.843
C 2.662 3.659 2.369
C 1.695 4.689 2.942
C 2.355 2.231 2.796
C 3.148 1.179 2.340
C 2.890 -0.134 2.708
C 1.831 -0.454 3.556
C 1.509 -1.874 3.920
C 1.059 0.598 4.037
C 1.313 1.911 3.662
H 2.958 4.812 0.554
H 1.719 3.563 0.418
H 3.425 3.121 0.384
H 3.661 3.896 2.751
H 0.669 4.469 2.634
H 1.948 5.683 2.573
H 1.723 4.719 4.032
H 3.990 1.383 1.688
H 3.526 -0.930 2.337
H 1.334 -1.974 4.992
H 2.319 -2.546 3.636
H 0.593 -2.192 3.416
H 0.236 0.380 4.708
H 0.679 2.692 4.060
C 1.897 -2.942 0.406
C 1.358 -2.886 -1.025
C 1.997 -3.971 -1.892
C -0.157 -2.969 -1.023
C -0.762 -4.166 -0.664
C -2.139 -4.288 -0.639
C -2.919 -3.199 -0.982
C -2.355 -1.977 -1.341
C -3.332 -0.847 -1.639
C -3.501 0.036 -0.399
C -3.056 0.003 -2.879
C -0.958 -1.859 -1.345
N -0.325 -0.619 -1.669
C 0.131 -0.514 -2.971
C -0.110 -1.475 -3.970
C 0.342 -1.314 -5.271
C 1.060 -0.192 -5.651
C 1.327 0.776 -4.691
C 0.870 0.590 -3.411
F 1.185 1.555 -2.482
H 2.982 -2.805 0.420
H 1.672 -3.909 0.863
H 1.435 -2.183 1.040
H 1.644 -1.927 -1.461
H 1.790 -4.970 -1.503
H 3.081 -3.846 -1.917
H 1.624 -3.921 -2.915
H -0.146 -5.017 -0.398
H -2.603 -5.224 -0.355
H -4.000 -3.290 -0.969
H -4.292 -1.342 -1.813
H -2.552 0.519 -0.169
H -3.788 -0.560 0.469
H -4.262 0.805 -0.565
H -2.214 0.676 -2.731
H -3.942 0.603 -3.104
H -2.842 -0.616 -3.751
H -0.675 -2.359 -3.709
H 0.123 -2.086 -5.998
H 1.413 -0.068 -6.665
H 1.893 1.670 -4.917

(2)
The following is a DFT calculation (ωB97M-V/def2-TZVPD) of a structure of composition C32H40N4O9P2SSc at a distorted geometry.

Values from the calculation:
Electronic energy = -108350.220 eV
Gap between HOMO and LUMO = 6.74 eV
Largest force on an atom = 0.0199 hartree/bohr
Net charge = -1

Geometry (Å):
Sc -0.485 -0.528 -1.029
C 1.987 -2.505 -0.332
C 1.854 -1.850 0.913
C 0.518 -1.931 1.311
C -0.216 -2.610 0.284
C 0.736 -2.986 -0.721
C 0.470 -3.923 -1.867
C -1.473 -3.408 0.532
C -0.011 -1.526 2.657
C 2.936 -1.084 1.609
C 3.256 -2.584 -1.125
H -0.204 -4.730 -1.565
H 1.400 -4.390 -2.201
H 0.019 -3.439 -2.736
H -2.024 -3.603 -0.388
H -2.171 -2.890 1.193
H -1.229 -4.375 0.994
H -1.091 -1.667 2.719
H 0.193 -0.480 2.906
H 0.438 -2.139 3.447
H 3.176 -0.148 1.088
H 3.863 -1.659 1.689
H 2.632 -0.820 2.625
H 3.065 -2.517 -2.199
H 3.805 -3.516 -0.950
H 3.937 -1.771 -0.847
N 0.933 0.877 -4.100
C 1.363 1.956 -3.143
C 2.145 3.040 -3.870
P 2.381 1.125 -1.850
O 3.314 0.288 -2.886
O 3.145 2.055 -1.007
O 1.429 0.143 -1.196
P -0.177 2.598 -2.361
O -0.884 3.092 -3.737
O 0.120 3.729 -1.455
O -0.936 1.396 -1.860
H 1.738 0.480 -4.582
H 0.256 1.211 -4.790
H 0.437 0.072 -3.618
H 3.060 2.633 -4.304
H 2.420 3.808 -3.149
H 1.539 3.497 -4.655
H 3.976 -0.239 -2.426
H -1.694 3.581 -3.567
O -1.046 -0.865 -5.124
C -1.347 -1.279 -4.004
O -0.551 -1.122 -2.989
C -2.632 -2.012 -3.774
C -3.079 -2.780 -4.852
C -4.230 -3.537 -4.777
C -4.969 -3.507 -3.596
C -4.552 -2.734 -2.534
C -3.376 -1.962 -2.580
S -3.045 -0.961 -1.178
H -2.485 -2.763 -5.756
H -4.550 -4.139 -5.617
H -5.878 -4.090 -3.507
H -5.136 -2.700 -1.622
C 0.828 -0.884 5.590
C 0.754 0.558 5.168
C -0.041 1.475 5.843
C -0.160 2.785 5.401
C 0.539 3.214 4.282
N 0.371 4.546 3.834
C 0.516 5.014 2.537
O 0.832 6.170 2.317
N 0.269 4.099 1.552
C -0.577 2.979 1.649
C -1.783 2.971 2.334
C -2.571 1.833 2.280
C -2.155 0.757 1.516
N -0.983 0.755 0.879
C -0.200 1.827 0.976
C 1.369 2.316 3.617
C 1.460 1.006 4.054
H 0.386 -1.031 6.576
H 1.861 -1.234 5.624
H 0.293 -1.520 4.881
H -0.602 1.156 6.715
H -0.821 3.477 5.912
H 0.476 5.282 4.513
H 0.476 4.386 0.596
H -2.103 3.847 2.884
H -3.520 1.790 2.795
H -2.769 -0.127 1.400
H 0.764 1.791 0.483
H 1.922 2.635 2.743
H 2.094 0.316 3.510

In the order shown, the computed relative energy (zero: lowest compared OMol25 entry of this formula, charge and spin) values come out to 0.187, 1.088 eV.